1.
{
  "formula": "C10H16IN2O",
  "method": "the ωB97M-V functional and the def2-TZVPD basis",
  "symbols": ["N", "C", "N", "O", "C", "C", "C", "C", "I", "C", "C", "C", "C", "C", "H", "H", "H", "H", "H", "H", "H", "H", "H", "H", "H", "H", "H", "H", "H", "H"],
  "coordinates": [[2.537, 1.955, 0.416], [1.963, 1.077, -0.361], [2.402, 0.744, -1.531], [3.575, 1.358, -2.018], [0.535, 0.312, -0.022], [0.511, -0.247, 1.376], [-0.376, -1.459, 1.513], [-1.523, -1.533, 0.477], [-2.626, -3.340, 1.153], [-2.565, -0.443, 0.732], [-1.901, 1.000, 0.297], [-0.690, 0.897, -0.595], [-0.122, -0.389, -1.164], [-0.995, -1.660, -0.888], [1.902, 2.355, 1.033], [3.269, 2.462, -0.081], [1.815, 0.352, -2.297], [4.259, 0.630, -2.154], [0.215, 0.721, 1.915], [1.492, -0.446, 1.796], [0.098, -2.365, 1.306], [-0.714, -1.503, 2.483], [-2.674, -0.386, 1.760], [-3.398, -0.475, 0.000], [-2.823, 1.404, -0.077], [-1.543, 1.727, 1.102], [-0.575, 1.736, -1.261], [0.075, -0.288, -2.173], [-1.685, -1.618, -1.718], [-0.439, -2.579, -1.018]],
  "nbo_charge": [-0.720, 0.569, -0.261, -0.543, -0.054, -0.406, -0.475, 0.013, 0.104, -0.445, -0.429, -0.225, -0.223, -0.477, 0.428, 0.440, 0.438, 0.508, 0.209, 0.242, 0.227, 0.238, 0.232, 0.235, 0.244, 0.207, 0.233, 0.218, 0.238, 0.235],
  "charge": 1,
  "smiles": "[NH2+]=C(NO)[C@@]12CC[C@@]3(I)CC[C@@H]1[C@@H]2C3",
  "e_above_lowest_kcal_mol": 0.0,
  "largest_force_ev_per_a": 4.8,
  "spin_multiplicity": 1
}



2.
{
  "formula": "C10H16N2",
  "method": "the ωB97M-V functional and the def2-TZVPD basis",
  "symbols": ["C", "C", "N", "C", "C", "C", "C", "C", "C", "C", "C", "N", "H", "H", "H", "H", "H", "H", "H", "H", "H", "H", "H", "H", "H", "H", "H", "H"],
  "coordinates": [[-3.001, 0.530, 0.093], [-2.241, -0.266, -0.548], [-1.049, 0.379, -0.814], [0.078, 0.001, -1.814], [1.321, -0.505, -1.062], [1.804, 0.612, -0.086], [1.190, 0.496, 1.144], [1.633, -0.676, 2.083], [1.941, -1.846, 1.025], [1.017, -1.760, -0.200], [-1.259, 1.705, -0.377], [-2.427, 1.892, 0.296], [-4.035, 0.376, 0.649], [-2.542, -1.342, -0.548], [-0.390, -0.750, -2.644], [0.272, 1.141, -2.124], [2.241, -0.709, -1.691], [1.548, 1.578, -0.322], [2.962, 0.772, -0.178], [0.907, 1.435, 1.905], [-0.008, 0.430, 0.683], [2.702, -0.611, 2.547], [0.725, -0.994, 2.804], [3.000, -1.817, 0.842], [1.855, -2.898, 1.471], [-0.040, -1.741, 0.070], [0.960, -2.908, -0.493], [-0.723, 2.399, -0.898]],
  "nbo_charge": [-0.100, -0.127, -0.408, -0.189, -0.259, -0.459, -0.451, -0.413, -0.411, -0.442, 0.168, -0.432, 0.223, 0.238, 0.238, 0.216, 0.237, 0.225, 0.196, 0.224, 0.266, 0.211, 0.214, 0.201, 0.206, 0.207, 0.232, 0.189],
  "smiles": "c1cn(CC2CCCCC2)cn1",
  "e_above_lowest_kcal_mol": 109.1,
  "largest_force_ev_per_a": 9.4,
  "spin_multiplicity": 1
}



3.
{
  "formula": "C10H16N2O",
  "method": "the ωB97M-V functional and the def2-TZVPD basis",
  "symbols": ["C", "C", "C", "C", "C", "C", "N", "C", "C", "N", "C", "O", "C", "H", "H", "H", "H", "H", "H", "H", "H", "H", "H", "H", "H", "H", "H", "H", "H"],
  "coordinates": [[2.012, 0.716, 1.695], [1.517, -0.663, 1.160], [2.088, -1.008, -0.226], [1.552, -0.212, -1.414], [0.127, -0.869, -1.861], [-1.086, -0.878, -0.958], [-1.570, -1.957, -0.378], [-2.516, -1.811, 0.603], [-3.003, -0.553, 0.979], [-2.451, 0.522, 0.433], [-1.561, 0.406, -0.572], [-0.911, 1.490, -0.969], [-1.307, 2.681, -0.350], [3.164, 0.866, 1.542], [1.848, 1.151, 2.666], [1.640, 1.584, 1.070], [1.926, -1.299, 1.838], [0.513, -0.948, 1.537], [1.744, -2.000, -0.427], [3.115, -0.775, 0.090], [2.268, -0.435, -2.235], [1.379, 0.885, -1.388], [0.411, -1.964, -1.882], [-0.112, -0.583, -3.003], [-3.070, -2.644, 0.905], [-3.687, -0.550, 1.861], [-0.634, 3.457, -0.777], [-2.444, 2.854, -0.622], [-0.951, 2.538, 0.683]],
  "nbo_charge": [-0.629, -0.422, -0.417, -0.390, -0.448, 0.145, -0.382, -0.053, 0.004, -0.480, 0.482, -0.491, -0.263, 0.193, 0.224, 0.192, 0.204, 0.214, 0.218, 0.222, 0.210, 0.223, 0.217, 0.231, 0.193, 0.202, 0.192, 0.208, 0.201],
  "smiles": "CCCCCc1nccnc1OC",
  "e_above_lowest_kcal_mol": 59.7,
  "largest_force_ev_per_a": 3.7,
  "spin_multiplicity": 1
}



4.
{
  "formula": "C10H16N2O5",
  "method": "the ωB97M-V functional and the def2-TZVPD basis",
  "symbols": ["O", "C", "O", "C", "C", "C", "N", "C", "O", "C", "C", "C", "C", "N", "C", "O", "O", "H", "H", "H", "H", "H", "H", "H", "H", "H", "H", "H", "H", "H", "H", "H", "H"],
  "coordinates": [[1.639, -0.232, 1.462], [1.770, 0.415, 2.527], [2.954, 0.496, 3.185], [0.685, 1.343, 2.897], [-0.716, 1.198, 2.215], [-0.889, 1.464, 0.723], [-0.256, 0.557, -0.233], [-0.757, 0.383, -1.513], [-1.629, 1.059, -1.949], [-0.020, -0.799, -2.267], [-0.837, -1.802, -2.981], [-1.140, -2.788, -1.852], [0.264, -3.001, -1.162], [0.740, -1.600, -1.167], [-0.580, 3.018, 0.364], [-0.953, 3.597, -0.669], [0.033, 3.643, 1.296], [3.587, 0.126, 2.575], [1.102, 2.392, 2.780], [0.593, 1.380, 3.993], [-1.251, 0.151, 2.333], [-1.395, 1.947, 2.688], [-1.903, 1.311, 0.457], [0.493, -0.150, -0.010], [0.668, -0.269, -3.038], [-0.229, -2.289, -3.799], [-1.775, -1.493, -3.411], [-1.580, -2.280, -0.999], [-1.585, -3.790, -2.087], [1.074, -3.509, -1.755], [0.202, -3.363, -0.131], [1.733, -1.709, -1.598], [-0.042, 4.595, 1.125]],
  "nbo_charge": [-0.625, 0.795, -0.667, -0.544, -0.400, -0.131, -0.688, 0.674, -0.605, -0.146, -0.432, -0.412, -0.218, -0.641, 0.777, -0.595, -0.684, 0.500, 0.277, 0.243, 0.232, 0.230, 0.238, 0.482, 0.225, 0.204, 0.243, 0.209, 0.220, 0.171, 0.200, 0.363, 0.506],
  "smiles": "O=C(O)CC[C@H](NC(=O)[C@@H]1CCCN1)C(=O)O",
  "e_above_lowest_kcal_mol": 59.0,
  "largest_force_ev_per_a": 5.4,
  "spin_multiplicity": 1
}



5.
{
  "formula": "C10H16N2OS",
  "method": "the ωB97M-V functional and the def2-TZVPD basis",
  "symbols": ["C", "C", "C", "C", "C", "C", "C", "C", "C", "C", "N", "N", "O", "S", "H", "H", "H", "H", "H", "H", "H", "H", "H", "H", "H", "H", "H", "H", "H", "H"],
  "coordinates": [[-3.407, 0.431, 0.742], [-1.297, 1.142, -1.552], [-1.011, 0.829, 0.890], [1.642, 0.398, -1.006], [0.797, 1.365, -0.621], [-4.195, -0.824, 0.871], [0.158, 0.648, 1.883], [1.318, 2.728, -0.523], [1.155, -1.007, -1.176], [1.999, -1.638, -2.305], [-2.155, 0.274, 1.253], [-0.608, 1.066, -0.430], [3.282, -1.978, -1.861], [-3.108, 0.988, -1.071], [2.727, 0.509, -1.242], [-5.211, -0.493, 0.997], [-4.326, -1.381, -0.090], [-3.776, -1.321, 1.764], [-0.011, -0.258, 2.562], [1.227, 0.590, 1.388], [0.302, 1.483, 2.486], [0.821, 3.409, 0.179], [2.302, 2.599, -0.446], [1.056, 3.135, -1.409], [0.184, -1.087, -1.444], [1.141, -1.496, -0.276], [1.936, -1.009, -3.161], [1.569, -2.649, -2.766], [-2.020, -0.106, 2.222], [3.466, -2.776, -1.403]],
  "nbo_charge": [-0.008, 0.034, 0.277, -0.196, 0.215, -0.680, -0.677, -0.653, -0.478, -0.035, -0.486, -0.501, -0.756, 0.033, 0.228, 0.222, 0.236, 0.203, 0.206, 0.259, 0.221, 0.218, 0.222, 0.231, 0.223, 0.207, 0.189, 0.154, 0.404, 0.486],
  "e_above_lowest_kcal_mol": 177.4,
  "largest_force_ev_per_a": 5.0,
  "spin_multiplicity": 1
}



6.
{
  "formula": "C10H16N2PSn",
  "method": "the ωB97M-V functional and the def2-TZVPD basis",
  "symbols": ["C", "C", "C", "C", "C", "Sn", "P", "H", "H", "H", "H", "H", "H", "H", "H", "C", "C", "C", "C", "N", "N", "C", "H", "H", "H", "H", "H", "H", "H", "H"],
  "coordinates": [[-0.892, -2.441, -3.183], [-0.364, -1.957, -4.398], [-0.970, -0.687, -4.689], [-1.899, -0.394, -3.650], [-1.818, -1.451, -2.676], [-0.126, -1.431, 0.574], [1.701, -2.834, 2.136], [-0.661, -3.402, -2.720], [0.339, -2.474, -5.045], [-0.760, -0.064, -5.559], [-2.368, -1.515, -1.729], [-2.517, 0.491, -3.571], [2.893, -2.220, 2.665], [2.183, -3.957, 1.383], [1.060, -3.474, 3.249], [-1.341, 2.876, 3.410], [-0.499, 2.160, 2.442], [0.842, 2.307, 2.051], [1.097, 1.371, 1.054], [-0.065, 0.688, 0.804], [-0.995, 1.161, 1.703], [2.317, 1.089, 0.295], [-0.954, 2.762, 4.427], [-1.374, 3.948, 3.196], [-2.366, 2.497, 3.399], [1.547, 3.002, 2.466], [-1.959, 0.843, 1.673], [2.664, 2.012, -0.201], [3.132, 0.776, 0.967], [2.156, 0.320, -0.473]],
  "nbo_charge": [-0.355, -0.363, -0.372, -0.364, -0.385, -0.141, 0.023, 0.179, 0.173, 0.172, 0.180, 0.172, 0.005, 0.011, -0.022, -0.647, 0.199, -0.364, 0.219, -0.410, -0.313, -0.671, 0.229, 0.230, 0.225, 0.221, 0.440, 0.224, 0.221, 0.284],
  "charge": -1,
  "e_above_lowest_kcal_mol": 0.0,
  "largest_force_ev_per_a": 2.8,
  "spin_multiplicity": 1
}



What is the formula in the fifth record?
C10H16N2OS



Number 4 is which compound?
C10H16N2O5